{"formula": "C3H7O2", "method": "the ωB97M-V functional and the def2-TZVPD basis", "lumo_ev": 4.6, "smiles": "CO[C@@H](C)[O-]", "de_lowest_ev": 1.831, "fmax_ev_per_a": 0.49, "total_charge": -1, "spin_multiplicity": 1, "energy_ha": -268.9727, "gap_ev": 7.39, "symbols": ["H", "O", "C", "H", "H", "H", "O", "H", "C", "C", "H", "H"], "xyz": [[1.39986, -0.72426, 1.30743], [0.86186, 0.64754, -0.15837], [-0.69609, 0.50342, -0.32000], [-0.82774, 1.33570, -1.04691], [0.51646, 0.69991, 1.86848], [-0.13972, -0.80823, -1.95900], [-1.35388, 0.57829, 0.78190], [2.21276, 0.86105, 1.33440], [-0.81520, -0.83064, -1.10054], [1.25891, 0.35700, 1.14421], [-1.85958, -0.94841, -1.40015], [-0.55764, -1.67136, -0.45144]], "forces_ev_per_a": [[0.075, -0.070, 0.066], [-0.137, 0.098, 0.178], [0.324, -0.363, -0.056], [-0.159, 0.123, -0.119], [-0.061, 0.018, 0.043], [-0.141, -0.127, -0.123], [-0.162, 0.063, -0.001], [0.094, -0.030, 0.034], [-0.058, 0.293, 0.217], [0.140, -0.005, -0.109], [0.021, -0.053, -0.195], [0.064, 0.055, 0.066]]}